Below is a structure of composition C4H6MgO7Tl, with properties calculated with wB97M-V/def2-TZVPD.

Summary:
total charge: -1
max |F|: 4.603 eV/Å
HOMO: -1.38 eV
HOMO-LUMO gap: 2.16 eV

Geometry as XYZ:
```
19
C4H6MgO7Tl, DFT wB97M-V/def2-TZVPD
C 0.707 -0.206 -3.167
H -0.608 -0.536 -1.725
O -0.541 0.048 -2.969
Mg 0.899 -3.049 -2.139
H -1.278 -1.382 0.207
C -0.223 -1.065 0.271
H 0.915 0.540 1.160
O 0.288 -0.870 -1.022
C -0.136 0.234 1.054
O -0.270 2.123 2.922
O 1.149 -1.390 -3.347
H 2.179 0.497 -4.143
C -0.780 1.011 3.206
O -0.706 -0.009 2.334
H 0.379 -1.834 0.779
O 1.429 0.845 -3.648
Tl -1.197 3.182 5.481
O -1.515 0.830 4.209
H -0.690 1.032 0.538
```